{"formula": "C12H34Cl4O10", "method": "wB97M-V/def2-TZVPD", "species": ["C", "C", "O", "O", "H", "H", "H", "H", "H", "H", "C", "C", "O", "O", "H", "H", "H", "H", "H", "H", "C", "C", "O", "O", "H", "H", "H", "H", "H", "H", "C", "C", "O", "O", "H", "H", "H", "H", "H", "H", "C", "C", "O", "O", "H", "H", "H", "H", "H", "H", "C", "Cl", "Cl", "H", "H", "C", "Cl", "Cl", "H", "H"], "xyz": [[0.952, 3.129, 1.302], [1.327, 4.183, 2.364], [2.551, 4.007, 3.072], [1.803, 3.380, 0.216], [-0.112, 3.224, 1.086], [1.205, 2.160, 1.732], [0.559, 4.361, 3.116], [1.396, 5.113, 1.799], [2.776, 4.880, 3.403], [2.722, 3.289, 0.475], [1.880, -3.355, 0.076], [1.194, -4.221, 1.237], [2.159, -4.444, 2.270], [3.106, -4.013, -0.344], [2.099, -2.354, 0.446], [1.305, -3.210, -0.839], [0.886, -5.181, 0.824], [0.268, -3.767, 1.588], [1.692, -4.935, 2.951], [3.755, -4.044, 0.363], [-0.004, -0.822, -5.126], [-0.180, -1.621, -3.876], [-1.329, -1.192, -3.289], [0.247, 0.517, -4.767], [-0.844, -0.817, -5.821], [0.892, -1.144, -5.656], [0.653, -1.399, -3.210], [-0.150, -2.686, -4.105], [-1.975, -1.901, -3.306], [-0.576, 0.732, -4.321], [-2.054, 2.835, -3.152], [-0.660, 3.295, -2.673], [-0.278, 2.513, -1.570], [-2.013, 1.557, -3.713], [-2.344, 3.438, -4.013], [-2.769, 2.847, -2.329], [-0.825, 4.294, -2.270], [0.083, 3.182, -3.462], [0.380, 3.008, -1.077], [-1.863, 0.973, -2.966], [1.169, -1.841, 5.639], [1.567, -1.730, 4.171], [2.943, -2.062, 4.056], [1.038, -3.166, 6.030], [0.180, -1.483, 5.923], [1.842, -1.267, 6.276], [1.516, -0.659, 3.977], [0.924, -2.184, 3.417], [2.982, -2.594, 3.257], [1.914, -3.553, 5.963], [-1.234, -0.753, 0.075], [-1.264, -2.526, -0.328], [-0.074, -0.315, 1.364], [-0.947, -0.129, -0.771], [-2.264, -0.515, 0.341], [-5.691, 1.856, -1.296], [-6.535, 2.049, 0.261], [-4.532, 0.511, -1.325], [-6.380, 1.801, -2.139], [-5.067, 2.750, -1.325]], "smiles": "ClCCl.ClCCl.OCCO.OCCO.OCCO.OCCO.OCCO", "homo_lumo_gap_ev": 10.035, "total_energy_ha": -3070.64681, "homo_ev": -9.642}


{"formula": "C12H34CrN2O8P", "method": "wB97M-V/def2-TZVPD", "species": ["Cr", "P", "O", "O", "O", "O", "C", "C", "O", "H", "H", "H", "H", "H", "H", "C", "C", "O", "H", "H", "H", "H", "H", "H", "C", "C", "C", "O", "C", "N", "H", "H", "H", "H", "H", "H", "H", "H", "H", "H", "H", "C", "C", "C", "O", "C", "N", "H", "H", "H", "H", "H", "H", "H", "H", "H", "H", "H"], "xyz": [[-17.334, 17.666, -4.022], [-18.054, 16.484, -1.887], [-18.088, 17.994, -2.193], [-18.996, 16.155, -0.667], [-16.523, 16.334, -1.624], [-18.334, 16.007, -3.342], [-18.558, 13.579, -6.884], [-17.809, 13.572, -5.488], [-17.322, 14.882, -5.295], [-19.142, 14.499, -6.872], [-19.241, 12.751, -7.071], [-17.772, 13.568, -7.640], [-17.045, 12.811, -5.642], [-18.557, 13.175, -4.801], [-17.809, 15.289, -4.574], [-22.982, 17.796, -3.688], [-21.882, 17.095, -2.950], [-20.735, 16.931, -3.792], [-23.826, 18.016, -3.034], [-23.217, 17.178, -4.554], [-22.584, 18.648, -4.240], [-22.088, 16.176, -2.400], [-21.540, 17.787, -2.180], [-19.943, 16.601, -3.360], [-13.649, 18.408, -5.088], [-14.336, 18.257, -3.676], [-15.118, 19.552, -3.237], [-16.319, 19.635, -3.978], [-16.772, 20.953, -3.870], [-15.253, 17.195, -3.813], [-12.639, 18.812, -5.014], [-14.149, 19.172, -5.684], [-13.625, 17.504, -5.697], [-13.565, 17.875, -3.007], [-14.463, 20.396, -3.456], [-15.378, 19.617, -2.181], [-16.236, 21.469, -4.667], [-16.876, 21.433, -2.897], [-17.843, 20.912, -4.071], [-15.583, 16.977, -2.884], [-14.801, 16.436, -4.303], [-19.711, 19.947, -6.823], [-18.906, 18.757, -6.321], [-17.440, 18.878, -6.747], [-16.828, 17.763, -6.147], [-15.952, 17.092, -7.023], [-18.962, 18.889, -4.891], [-20.760, 19.730, -7.028], [-19.266, 20.151, -7.796], [-19.432, 20.827, -6.243], [-19.385, 17.828, -6.629], [-16.864, 19.743, -6.421], [-17.483, 18.773, -7.831], [-15.513, 16.255, -6.480], [-15.106, 17.667, -7.400], [-16.457, 16.772, -7.934], [-19.464, 19.738, -4.672], [-19.616, 18.212, -4.524]], "total_charge": -1, "homo_lumo_gap_ev": [5.055, 5.772], "total_energy_ha": -2574.94596, "homo_ev": [-2.709, -3.440], "multiplicity": 5}


{"formula": "C12H34KN2O4", "method": "wB97M-V/def2-TZVPD", "species": ["K", "C", "C", "O", "H", "H", "H", "H", "H", "H", "C", "C", "O", "H", "H", "H", "H", "H", "H", "C", "C", "C", "O", "C", "N", "H", "H", "H", "H", "H", "H", "H", "H", "H", "H", "H", "C", "C", "C", "O", "C", "N", "H", "H", "H", "H", "H", "H", "H", "H", "H", "H", "H"], "xyz": [[0.401, 0.737, -0.366], [-4.015, -1.979, -3.827], [-2.640, -2.409, -3.197], [-1.905, -1.163, -3.166], [-4.676, -2.846, -3.848], [-3.917, -1.757, -4.890], [-4.520, -1.215, -3.237], [-2.088, -3.210, -3.688], [-2.798, -2.636, -2.142], [-2.000, -0.738, -4.021], [-0.274, 6.879, 1.095], [0.710, 6.010, 0.215], [1.978, 6.509, 0.522], [-0.020, 7.915, 1.320], [-0.331, 6.546, 2.131], [-1.248, 6.828, 0.608], [0.388, 6.338, -0.773], [0.721, 4.923, 0.291], [2.389, 5.873, 1.112], [-3.121, -0.009, 4.588], [-3.194, 0.370, 3.141], [-2.682, 1.698, 2.709], [-2.852, 2.106, 1.315], [-4.146, 2.180, 0.864], [-2.468, -0.626, 2.437], [-3.811, -0.784, 4.921], [-3.304, 0.805, 5.290], [-2.175, -0.462, 4.888], [-4.219, 0.199, 2.815], [-1.606, 1.628, 2.867], [-3.005, 2.555, 3.301], [-4.274, 2.590, -0.138], [-4.698, 2.943, 1.411], [-4.663, 1.221, 0.827], [-2.702, -1.547, 2.780], [-1.511, -0.603, 2.762], [2.915, -3.554, -2.019], [3.997, -2.586, -1.377], [5.435, -3.149, -1.633], [5.693, -4.501, -1.218], [5.937, -4.641, 0.212], [3.921, -1.219, -1.931], [2.761, -4.459, -1.431], [3.252, -3.832, -3.017], [1.909, -3.147, -2.117], [3.836, -2.524, -0.301], [6.163, -2.406, -1.309], [5.395, -3.102, -2.721], [6.234, -5.609, 0.617], [5.051, -4.293, 0.742], [6.749, -3.978, 0.513], [4.618, -1.231, -2.662], [4.411, -0.637, -1.267]], "total_charge": 1, "homo_lumo_gap_ev": 8.035, "total_energy_ha": -1487.68522, "homo_ev": -11.809}


{"formula": "C12H34N2O6", "method": "wB97M-V/def2-TZVPD", "species": ["C", "C", "C", "O", "C", "N", "H", "H", "H", "H", "H", "H", "H", "H", "H", "H", "H", "C", "C", "C", "O", "C", "N", "H", "H", "H", "H", "H", "H", "H", "H", "H", "H", "H", "C", "C", "O", "O", "H", "H", "H", "H", "H", "H", "C", "C", "O", "O", "H", "H", "H", "H", "H", "H"], "xyz": [[0.446, -3.426, -2.173], [0.576, -2.544, -3.382], [-0.301, -3.012, -4.545], [-0.447, -1.987, -5.571], [0.797, -1.774, -6.215], [0.093, -1.229, -2.932], [0.833, -4.436, -2.374], [-0.564, -3.567, -1.788], [1.123, -3.222, -1.341], [1.611, -2.479, -3.718], [-1.329, -3.072, -4.178], [-0.099, -3.995, -4.974], [0.782, -1.173, -7.123], [1.291, -2.697, -6.537], [1.456, -1.279, -5.494], [-0.874, -1.369, -2.639], [-0.080, -0.685, -3.779], [-3.518, 1.562, 4.872], [-3.232, 1.826, 3.359], [-1.808, 2.380, 3.166], [-1.659, 2.864, 1.831], [-0.601, 3.814, 1.713], [-3.427, 0.634, 2.522], [-2.879, 0.782, 5.284], [-4.562, 1.276, 4.987], [-3.323, 2.526, 5.341], [-3.952, 2.587, 3.052], [-1.006, 1.638, 3.274], [-1.571, 3.173, 3.885], [0.307, 3.312, 2.060], [-0.812, 4.775, 2.178], [-0.470, 3.903, 0.634], [-2.761, 0.729, 1.758], [-3.001, -0.125, 3.053], [1.890, -1.615, 2.560], [3.215, -1.092, 3.141], [2.974, -0.167, 4.165], [0.981, -0.564, 2.259], [1.394, -2.330, 3.216], [2.101, -2.190, 1.651], [3.790, -0.677, 2.306], [3.778, -1.978, 3.438], [2.337, 0.473, 3.829], [1.149, -0.195, 1.371], [1.402, 2.199, -1.505], [0.618, 1.359, -0.455], [1.031, -0.015, -0.420], [0.873, 2.050, -2.806], [2.479, 2.039, -1.489], [1.170, 3.222, -1.204], [-0.473, 1.381, -0.525], [0.769, 1.732, 0.561], [0.607, -0.494, -1.160], [0.874, 1.152, -3.136]], "smiles": "COC[C@H](C)N.COC[C@H](C)N.OCCO.OCCO", "homo_lumo_gap_ev": 9.896, "total_energy_ha": -1038.46297, "homo_ev": -9.321}